C27H30F5N5O5SSeTeW as an isolated structure at a distorted geometry, computed with ωB97M-V/def2-TZVPD.

Geometry as XYZ:
```
76
Properties=species:S:1:pos:R:3
C -1.447 3.895 -2.726
H -4.136 2.728 -4.455
H -2.225 -3.486 -1.078
F 4.082 -1.614 -2.462
H 3.574 -3.356 1.694
F 4.400 -0.686 1.107
C -1.993 -0.191 0.359
H -0.999 -2.389 -1.667
C -4.883 1.175 0.620
H 1.730 -4.699 -1.841
C 2.792 -3.211 3.617
H 1.897 1.645 3.082
F 5.750 -0.592 -0.979
F 4.441 1.419 -0.140
O 1.955 1.247 -1.083
C -3.282 -0.666 0.040
H 2.189 -4.021 0.371
H -0.380 -2.852 1.090
N 1.663 -2.003 0.337
O 1.194 -1.110 -2.027
W 0.872 0.099 -0.406
H -5.940 1.410 0.644
C -1.173 -2.417 0.487
H -4.470 3.069 1.432
H 3.271 1.623 1.951
C 2.180 1.609 2.028
C 0.083 2.722 1.286
N -0.926 -0.979 0.442
H -0.164 -4.837 -0.078
C -2.631 2.186 1.071
H -2.106 -2.600 1.027
H 0.576 0.255 3.808
H -3.314 -1.676 -0.343
C -1.675 1.215 0.674
F 4.299 0.824 -2.450
C 1.916 -2.753 4.634
H 0.530 -1.422 5.445
C 1.123 -1.646 4.564
H -1.319 5.975 -2.185
H 1.072 -3.140 -2.293
H -3.480 6.586 -3.231
H 3.061 -3.051 -0.832
H 3.506 -3.971 3.918
N 1.746 0.335 1.440
H 1.934 -3.291 5.575
H -0.308 3.587 0.748
C 2.082 -3.239 -0.381
N -3.932 4.695 -3.896
C -4.006 2.154 1.076
C 2.813 -2.886 2.301
C -1.212 -3.118 -0.887
C -1.920 5.222 -2.678
S 0.320 -0.271 -3.052
C 1.085 -0.666 3.550
H -0.293 2.737 2.320
C 1.182 -3.829 -1.467
O 1.048 0.709 -3.766
Se 0.204 3.380 -1.985
H 1.909 3.724 1.790
H -2.216 3.135 1.373
C 1.975 -1.951 1.593
C 1.593 2.801 1.300
C 1.574 -0.718 2.265
H -2.011 1.952 -3.475
H 1.965 2.828 0.282
C -4.525 -0.062 0.122
Te 3.886 -0.252 -0.946
N -0.386 1.477 0.663
H -0.595 -4.969 -1.779
C -0.216 -4.277 -1.022
H -5.345 -0.684 -0.225
O -0.497 -1.168 -3.819
C -3.487 3.433 -3.940
O -0.552 0.352 -1.872
C -3.126 5.557 -3.262
C -2.296 2.993 -3.393
```

Properties
max |F|	4.84	eV/Å
E_LUMO	3.5	eV
electronic energy	-145064.582	eV
total charge	-2

C27H30FeNO as an isolated structure at a distorted geometry, computed with ωB97M-V/def2-TZVPD.

Geometry as XYZ:
```
60
Properties=species:S:1:pos:R:3
C -1.415 2.441 1.972
C -0.150 1.400 -5.027
C -0.236 -1.107 -4.594
H 1.770 2.432 1.566
C 1.310 1.363 -1.583
H -2.548 -0.551 -3.559
H 1.082 1.489 -2.638
C 0.663 -1.781 1.531
H -2.263 -2.120 -0.090
C 2.139 0.328 -1.039
C -1.873 0.967 -2.182
C -0.774 0.238 -4.371
H -2.515 0.719 3.959
H 1.310 -1.695 2.403
H -3.437 4.087 -0.248
H 0.407 3.190 -0.640
H 1.699 0.758 3.079
H 0.348 -0.179 7.071
C -1.222 -2.031 0.213
H -0.085 -2.631 -1.644
H -1.531 2.020 -2.220
C -1.205 0.216 5.609
H 0.838 -1.064 -4.826
H 2.593 -0.477 -1.614
H -0.727 3.290 3.845
C 1.094 -2.120 0.204
H -2.870 0.955 -1.711
C 1.165 0.253 5.113
H 2.206 0.140 5.421
H 3.030 0.106 1.023
C 0.124 0.077 6.032
H -2.659 1.125 -4.168
H -2.369 1.873 0.127
H -1.885 5.455 3.548
H 2.118 -2.330 -0.099
H -0.383 -1.750 -3.712
C -0.441 0.809 3.360
C -1.487 0.570 4.297
O -1.017 0.180 -1.430
C -0.768 -1.750 1.536
H -2.030 0.058 6.307
H 0.928 1.234 -5.177
H -1.407 -1.628 2.410
C -1.322 3.474 2.949
C 2.361 0.638 0.351
C -1.975 4.688 2.776
H -0.580 1.586 -6.028
H -3.244 5.879 1.487
C 0.893 0.590 3.794
H -0.288 2.325 -4.446
Fe 0.129 -0.021 -0.030
C 1.005 2.285 -0.534
C -2.019 0.413 -3.623
C 1.687 1.865 0.641
C -2.230 2.690 0.834
N -0.722 1.266 2.086
H -0.731 -1.603 -5.450
C -2.738 4.924 1.628
C -2.850 3.918 0.656
C -0.076 -2.280 -0.614
```

Properties
max |F|	4.48	eV/Å
spin multiplicity	6
E_LUMO (alpha / beta)	5.1 / 5.0	eV
electronic energy	-66406.335	eV
total charge	-2

C27H30MgN9O9 as an isolated structure at a distorted geometry, computed with ωB97M-V/def2-TZVPD.

Geometry as XYZ:
```
76
Properties=species:S:1:pos:R:3
C 6.868 -3.938 7.589
C 6.366 -5.508 9.396
N 9.254 -2.365 18.691
C 10.795 0.693 10.905
N 11.898 -1.356 10.140
H 8.823 -3.466 7.297
H 5.753 -6.140 10.021
O 16.815 -6.775 9.513
H 14.046 -0.885 9.951
N 16.571 -5.645 9.975
C 9.974 -11.132 17.309
H 6.520 -3.159 6.926
H 6.919 -7.325 16.266
O 15.421 -5.206 10.140
C 10.022 -1.821 19.675
C 10.665 -12.237 17.925
C 3.630 -7.102 16.788
C 15.337 -3.601 16.680
C 9.258 -1.855 20.895
H 18.473 -3.663 15.596
C 16.259 -3.230 15.737
O 17.521 -5.031 10.374
H 12.040 -11.988 14.977
N 10.869 -5.304 13.702
N 10.646 -10.883 16.127
C 8.057 -2.502 20.585
N 3.294 -6.216 15.830
H 14.268 -3.637 16.535
H 12.175 -13.658 17.044
O 12.385 -8.259 9.552
C 17.557 -3.758 16.161
H 4.898 -4.581 8.063
H 5.219 -8.071 17.827
H 3.957 -5.259 14.040
C 8.218 -4.142 7.883
N 8.700 -4.907 8.932
H 16.122 -2.722 14.794
O 11.712 -10.288 9.611
C 5.510 -6.095 15.091
C 4.187 -5.830 14.927
H 2.771 -7.311 17.408
H 9.508 -2.690 17.770
N 15.973 -4.241 17.730
H 7.303 -3.208 18.589
H 7.235 -2.543 21.284
C 4.976 -7.414 17.006
H 10.444 -10.112 15.506
C 11.586 -12.756 16.976
H 11.802 2.564 11.093
O 10.591 -6.337 14.213
C 5.915 -6.964 16.098
O 13.667 -9.805 9.738
H 6.177 -5.739 14.319
H 14.051 1.385 10.427
O 11.307 -5.262 12.594
H 18.028 -5.021 17.849
C 5.938 -4.761 8.292
N 12.566 -9.440 9.610
C 7.744 -5.584 9.658
C 13.052 -0.523 10.170
H 8.053 -6.083 10.565
H 15.556 -4.650 18.554
C 11.961 1.515 10.893
Mg 12.062 -4.800 9.556
H 9.580 -1.467 21.850
C 10.832 -0.695 10.541
H 10.450 -12.708 18.873
H 10.955 -1.356 19.394
C 8.057 -2.735 19.200
C 13.104 0.866 10.461
H 9.835 1.133 11.131
H 9.854 -1.149 10.605
C 17.302 -4.403 17.342
H 9.231 -10.428 17.654
C 11.518 -11.901 15.918
O 10.593 -4.209 14.128
```

Properties
max |F|	7.71	eV/Å
E_LUMO	-2.3	eV
electronic energy	-65750.678	eV
total charge	-1